[1]
{"formula": "C26H32F6N3O18", "method": "ωB97M-V with the def2-TZVPD basis set", "total_energy_ev": -85105.619, "total_charge": 1, "mol_weight_da": 788.533, "fmax_ev_per_a": 2.58, "elements": ["C", "C", "C", "C", "C", "N", "N", "N", "C", "C", "C", "H", "H", "H", "H", "H", "H", "H", "H", "H", "H", "H", "H", "H", "H", "C", "C", "O", "C", "O", "O", "F", "H", "H", "H", "C", "C", "O", "C", "O", "O", "F", "H", "H", "H", "C", "C", "O", "C", "O", "O", "F", "H", "H", "H", "C", "C", "O", "C", "O", "O", "F", "H", "H", "H", "C", "C", "O", "C", "O", "O", "F", "H", "H", "H", "C", "C", "O", "C", "O", "O", "F", "H", "H", "H"], "xyz": [[1.879, -3.142, -5.818], [3.196, -2.535, -5.227], [2.793, -1.402, -4.332], [2.547, -0.136, -4.821], [2.139, 0.809, -3.847], [1.851, 2.092, -4.313], [2.006, 0.631, -2.549], [2.252, -0.594, -2.121], [2.085, -0.870, -0.673], [3.412, -1.166, 0.027], [2.599, -1.541, -2.952], [2.029, -4.179, -6.116], [1.122, -3.130, -5.023], [1.483, -2.513, -6.621], [3.684, -3.317, -4.641], [3.817, -2.189, -6.054], [2.642, 0.094, -5.875], [1.237, 1.980, -5.119], [1.280, 2.575, -3.624], [1.394, -1.715, -0.608], [1.581, -0.011, -0.233], [4.031, -0.270, 0.116], [3.162, -1.435, 1.060], [3.958, -2.015, -0.389], [2.749, -2.529, -2.521], [-1.297, 2.477, 2.313], [-0.024, 3.273, 2.193], [0.931, 2.420, 2.811], [0.488, 1.149, 2.630], [1.160, 0.177, 2.784], [-0.807, 1.127, 2.247], [-0.091, 4.431, 2.882], [-1.796, 2.637, 3.269], [-2.000, 2.679, 1.509], [0.286, 3.482, 1.166], [-2.322, 0.390, -7.149], [-0.837, 0.203, -6.999], [-0.459, 1.337, -6.229], [-1.554, 1.663, -5.465], [-1.507, 2.380, -4.523], [-2.665, 1.055, -5.923], [-0.207, 0.252, -8.196], [-2.575, 1.030, -7.995], [-2.855, -0.552, -7.248], [-0.547, -0.710, -6.473], [0.643, 0.158, 6.279], [-0.718, 0.803, 6.309], [-1.557, -0.256, 6.729], [-0.781, -1.077, 7.501], [-1.206, -1.910, 8.229], [0.534, -0.807, 7.331], [-1.112, 1.208, 5.073], [0.841, -0.352, 5.335], [1.448, 0.863, 6.474], [-0.807, 1.638, 7.007], [0.764, -2.596, 10.929], [2.026, -2.055, 10.307], [2.898, -1.945, 11.414], [2.514, -2.907, 12.309], [3.172, -3.275, 13.219], [1.279, -3.385, 12.005], [1.830, -0.822, 9.774], [0.130, -1.803, 11.329], [0.180, -3.201, 10.241], [2.473, -2.707, 9.554], [-0.712, -1.003, -12.989], [-0.303, 0.110, -12.059], [-1.397, 0.178, -11.159], [-1.928, -1.079, -11.102], [-2.680, -1.452, -10.264], [-1.480, -1.845, -12.124], [-0.195, 1.289, -12.713], [-1.342, -0.648, -13.805], [0.137, -1.540, -13.406], [0.617, -0.080, -11.501], [-5.058, 1.718, 6.554], [-5.319, 2.782, 7.591], [-4.161, 3.596, 7.494], [-3.720, 3.491, 6.210], [-2.939, 4.227, 5.707], [-4.292, 2.435, 5.578], [-5.386, 2.257, 8.836], [-4.463, 0.893, 6.950], [-5.971, 1.318, 6.119], [-6.207, 3.389, 7.405]], "forces_ev_per_angstrom": [[0.1, 0.3, 0.8], [-1.2, -0.5, 0.0], [0.2, 1.4, -0.7], [0.0, -1.2, 1.3], [-0.3, 2.1, -1.4], [-0.8, -0.9, 0.4], [0.1, -0.4, 0.4], [0.0, 0.3, -0.7], [0.1, -0.3, 0.3], [-0.4, 0.1, 0.6], [0.5, -2.1, 0.4], [-0.1, 0.2, -0.3], [0.0, -0.2, -0.2], [0.2, -0.3, -0.1], [0.2, 0.2, -0.2], [0.2, 0.0, 0.3], [0.0, 0.3, 0.1], [0.4, 0.4, -0.3], [0.3, 0.2, 0.0], [0.2, 0.0, 0.0], [0.2, 0.0, -0.2], [0.0, -0.2, -0.3], [0.0, 0.0, -0.2], [0.0, 0.2, -0.2], [0.0, 0.3, 0.1], [-0.5, 0.0, -0.1], [-0.1, 0.3, 0.5], [-0.1, -0.3, -0.5], [-0.1, -0.2, 0.2], [0.0, 0.0, -0.1], [0.3, 0.2, -0.1], [0.1, 0.0, -0.1], [0.2, 0.1, 0.1], [0.1, -0.2, -0.1], [0.1, 0.1, 0.0], [-0.5, -0.3, -0.1], [0.0, 0.2, -0.5], [-0.2, -0.5, 0.2], [-0.5, 0.3, 0.2], [0.2, 0.0, 0.0], [0.5, 0.0, -0.1], [0.2, 0.0, 0.1], [0.2, 0.0, 0.0], [-0.1, 0.1, 0.2], [0.1, 0.0, -0.1], [0.5, 0.1, 0.0], [-0.1, -0.1, -0.3], [0.3, 0.2, 0.3], [0.0, -0.4, 0.2], [0.0, 0.0, 0.0], [-0.4, 0.2, -0.3], [0.0, 0.0, 0.1], [-0.2, 0.1, -0.1], [0.0, -0.1, 0.2], [-0.1, 0.1, -0.1], [-0.4, -0.3, -0.1], [-0.1, 0.4, 0.1], [-0.1, -0.5, -0.2], [0.0, -0.1, 0.4], [0.0, 0.1, 0.0], [0.2, 0.2, -0.2], [0.2, 0.0, 0.1], [0.1, 0.1, -0.1], [0.0, -0.1, 0.1], [0.0, 0.1, -0.1], [0.2, -0.3, -0.3], [-0.2, 0.4, -0.3], [0.3, -0.5, 0.1], [-0.3, -0.1, 0.0], [0.0, 0.1, 0.1], [0.1, 0.3, 0.2], [0.0, 0.0, 0.1], [0.0, 0.2, 0.1], [-0.1, -0.2, 0.1], [0.0, 0.1, 0.0], [-0.2, -0.3, -0.3], [0.2, -0.2, 0.4], [-0.3, 0.0, -0.5], [0.3, 0.2, -0.1], [0.1, -0.1, 0.0], [-0.1, 0.1, 0.3], [0.0, 0.1, 0.0], [0.0, 0.1, 0.2], [0.1, 0.1, -0.2], [0.0, 0.0, 0.1]], "mulliken_charge": [-0.98, -0.85, 0.17, -0.18, -0.02, -0.56, -0.90, 0.89, -0.70, -1.06, 0.02, 0.37, 0.37, 0.22, 0.40, 0.38, 0.59, 0.28, 0.37, 0.29, 0.42, 0.33, 0.35, 0.39, 0.46, 0.03, 0.27, -0.32, 0.80, -0.59, -0.31, -0.27, -0.10, 0.32, 0.27, -0.37, 0.33, -0.37, 0.60, -0.50, -0.32, -0.26, 0.25, 0.32, 0.24, -0.37, 0.24, -0.29, 0.56, -0.51, -0.31, -0.26, 0.23, 0.35, 0.28, -0.34, 0.41, -0.32, 0.55, -0.48, -0.33, -0.28, 0.28, 0.23, 0.29, -0.44, 0.34, -0.27, 0.67, -0.50, -0.32, -0.28, 0.29, 0.28, 0.26, -0.33, 0.26, -0.32, 0.69, -0.50, -0.29, -0.28, 0.22, 0.27, 0.30]}

=====

[2]
{"formula": "C26H32FN4O6SV", "method": "ωB97M-V with the def2-TZVPD basis set", "total_energy_ev": -84964.659, "total_charge": 0, "mol_weight_da": 598.573, "fmax_ev_per_a": 0.99, "elements": ["V", "O", "N", "N", "O", "C", "C", "C", "C", "C", "C", "H", "H", "H", "H", "H", "C", "C", "C", "C", "N", "H", "H", "H", "H", "H", "H", "H", "H", "H", "C", "N", "C", "C", "O", "H", "H", "H", "H", "H", "H", "H", "F", "C", "C", "C", "C", "C", "C", "H", "H", "H", "H", "C", "C", "C", "C", "C", "C", "C", "S", "O", "O", "O", "H", "H", "H", "H", "H", "H", "H"], "xyz": [[0.009, 0.196, 0.165], [-1.068, 1.385, 1.100], [-1.484, 2.569, 0.691], [-1.969, 2.446, -0.476], [-1.944, 1.363, -1.138], [-2.515, 3.644, -1.088], [-3.030, 4.651, -0.292], [-3.525, 5.787, -0.914], [-3.497, 5.898, -2.299], [-2.975, 4.870, -3.071], [-2.478, 3.724, -2.466], [-3.043, 4.543, 0.782], [-3.937, 6.585, -0.312], [-3.887, 6.787, -2.775], [-2.951, 4.957, -4.149], [-2.061, 2.909, -3.037], [-2.094, -2.074, 2.322], [-1.609, -2.270, 0.889], [-0.879, -3.597, 0.725], [-2.768, -2.161, -0.102], [-0.693, -1.169, 0.589], [-2.798, -2.865, 2.582], [-2.592, -1.110, 2.431], [-1.259, -2.103, 3.024], [-1.568, -4.415, 0.944], [-0.035, -3.669, 1.414], [-0.514, -3.703, -0.294], [-3.502, -2.940, 0.114], [-2.404, -2.280, -1.122], [-3.250, -1.186, -0.019], [2.629, -3.721, -4.025], [1.754, -3.295, -2.957], [2.346, -3.097, -1.649], [0.474, -2.941, -3.216], [-0.312, -2.470, -2.416], [3.472, -3.032, -4.132], [2.079, -3.741, -4.964], [3.026, -4.720, -3.830], [3.070, -2.280, -1.666], [2.852, -4.014, -1.337], [1.564, -2.847, -0.941], [0.198, -3.122, -4.269], [4.815, 0.325, 3.973], [3.729, 0.269, 3.171], [3.067, -0.933, 3.036], [1.946, -0.978, 2.217], [1.495, 0.155, 1.546], [2.206, 1.347, 1.702], [3.326, 1.417, 2.519], [3.425, -1.806, 3.564], [1.417, -1.917, 2.106], [1.893, 2.247, 1.183], [3.883, 2.335, 2.650], [-0.473, -0.523, -7.423], [0.013, -0.047, -6.082], [-0.889, 0.221, -5.055], [-0.451, 0.611, -3.802], [0.912, 0.759, -3.583], [1.834, 0.505, -4.590], [1.374, 0.104, -5.834], [1.506, 1.080, -1.969], [0.651, 2.031, -1.245], [2.903, 1.349, -2.052], [1.204, -0.247, -1.236], [-1.495, -0.197, -7.611], [-0.463, -1.614, -7.470], [0.161, -0.155, -8.229], [-1.951, 0.110, -5.234], [-1.156, 0.790, -3.000], [2.890, 0.631, -4.395], [2.087, -0.097, -6.625]], "forces_ev_per_angstrom": [[-0.5, -0.1, 0.8], [0.0, 0.6, 0.8], [-0.2, -0.5, -0.5], [0.0, 0.4, 0.0], [0.1, -0.2, 0.0], [0.2, -0.3, 0.2], [-0.1, 0.1, -0.1], [0.0, 0.0, 0.0], [0.0, 0.0, 0.0], [0.0, 0.0, 0.0], [-0.1, 0.1, 0.0], [0.0, 0.0, 0.0], [0.0, 0.0, 0.0], [0.0, 0.0, 0.0], [0.0, 0.0, 0.0], [0.0, 0.0, 0.0], [0.0, 0.0, 0.1], [0.2, 0.4, 0.0], [0.1, 0.0, 0.0], [0.0, 0.0, -0.1], [0.1, -0.2, -0.4], [0.0, 0.0, 0.0], [0.0, 0.0, 0.0], [0.0, 0.0, 0.0], [0.0, 0.0, 0.0], [0.0, 0.0, 0.0], [0.0, 0.0, 0.0], [0.0, 0.0, 0.0], [0.0, 0.0, 0.0], [0.0, 0.0, 0.0], [0.0, 0.0, 0.0], [-0.2, 0.1, -0.1], [0.0, -0.1, 0.0], [0.1, 0.2, 0.1], [0.0, -0.2, -0.1], [0.0, 0.0, 0.0], [0.0, 0.0, 0.0], [0.0, 0.0, 0.0], [0.0, 0.0, 0.0], [0.0, 0.0, 0.0], [0.0, 0.0, 0.0], [0.0, 0.0, 0.0], [0.0, 0.0, 0.0], [0.0, 0.0, 0.0], [-0.1, 0.0, 0.0], [0.0, 0.0, 0.0], [0.0, 0.1, -0.2], [-0.1, 0.0, 0.0], [0.0, 0.0, 0.0], [0.0, 0.0, 0.0], [0.0, 0.0, 0.0], [0.0, 0.0, 0.0], [0.0, 0.0, 0.0], [0.0, 0.0, 0.0], [0.0, 0.0, 0.0], [0.0, 0.0, 0.0], [0.0, 0.0, 0.0], [-0.1, -0.1, -0.2], [-0.1, 0.1, 0.0], [0.0, 0.0, 0.0], [-0.1, -0.5, 0.7], [0.4, -0.2, -0.2], [0.1, 0.1, 0.0], [0.3, 0.2, -0.9], [0.0, 0.0, 0.0], [0.0, 0.0, 0.0], [0.0, 0.0, 0.0], [0.0, 0.0, 0.0], [0.0, 0.0, 0.0], [0.0, 0.0, 0.0], [0.0, 0.0, 0.0]], "mulliken_charge": [-0.17, -0.20, -0.79, 1.05, -0.62, 0.11, -0.43, -0.50, -0.49, -0.68, -0.02, 0.50, 0.38, 0.38, 0.40, 0.40, -1.63, 1.37, -1.34, -1.50, 0.33, 0.45, 0.35, 0.33, 0.48, 0.30, 0.14, 0.48, 0.20, 0.32, -0.94, 0.27, -0.71, -0.10, -0.51, 0.32, 0.30, 0.32, 0.34, 0.45, -0.15, 0.29, -0.34, 0.40, -0.76, -0.07, 0.71, 0.24, -0.91, 0.46, 0.25, 0.42, 0.45, -1.49, 1.03, -1.07, -0.56, 0.09, -0.56, -0.71, 1.93, -0.71, -0.76, -0.52, 0.38, 0.27, 0.40, 0.39, 0.60, 0.58, 0.41]}